Version one
{
  "formula": "C2H7NO",
  "method": "the ωB97M-V functional and the def2-TZVPD basis",
  "homo_lumo_gap_ev": 9.692,
  "symbols": ["O", "N", "C", "C", "H", "H", "H", "H", "H", "H", "H"],
  "coordinates": [[1.814, 1.560, -0.539], [-1.114, 0.091, -0.624], [-0.917, -0.474, 0.642], [-0.091, -1.493, 0.860], [-1.502, -0.044, 1.443], [0.493, -1.925, 0.055], [2.287, 1.072, -1.219], [-0.776, -0.505, -1.365], [1.045, 1.003, -0.354], [0.132, -1.873, 1.846], [-2.030, 0.462, -0.840]]
}

Version two
{
  "formula": "C2H7NO",
  "method": "the ωB97M-V functional and the def2-TZVPD basis",
  "homo_lumo_gap_ev": 9.685,
  "symbols": ["O", "N", "C", "C", "H", "H", "H", "H", "H", "H", "H"],
  "coordinates": [[0.843, 0.447, -0.228], [1.978, 0.945, -0.868], [-1.332, -0.773, 0.145], [-0.912, -0.159, 1.288], [-0.230, -0.640, 1.971], [2.556, 0.178, -1.201], [-1.265, -1.853, 0.070], [-0.006, -0.205, -0.655], [1.708, 1.559, -1.633], [-1.158, 0.869, 1.501], [-2.181, -0.367, -0.390]]
}

Pick version one: it beats the second-best structure by 3.489 eV.

Version one
{
  "formula": "C2H7NO",
  "method": "the ωB97M-V functional and the def2-TZVPD basis",
  "homo_lumo_gap_ev": 10.113,
  "symbols": ["O", "N", "C", "C", "H", "H", "H", "H", "H", "H", "H"],
  "coordinates": [[0.580, 1.107, 1.656], [-2.466, -0.237, -2.806], [0.852, -0.198, 1.369], [1.686, -0.617, 0.430], [-3.461, -0.097, -2.858], [2.397, 0.042, -0.046], [1.745, -1.688, 0.356], [0.837, 1.666, 0.918], [-2.121, -0.008, -1.918], [0.302, -0.860, 2.024], [-2.308, -1.226, -2.955]]
}

Version two
{
  "formula": "C2H7NO",
  "method": "the ωB97M-V functional and the def2-TZVPD basis",
  "homo_lumo_gap_ev": 9.729,
  "symbols": ["O", "N", "C", "C", "H", "H", "H", "H", "H", "H", "H"],
  "coordinates": [[-1.320, -0.740, 0.062], [1.098, -0.883, -0.146], [-0.466, 0.529, -0.305], [0.741, 0.333, 0.376], [0.295, -1.461, 0.319], [1.090, -0.966, -1.226], [0.875, 0.452, 1.514], [-0.520, 0.648, -1.360], [1.243, 1.219, -0.061], [-1.319, 1.512, -0.102], [-1.717, -0.642, 0.928]]
}

Pick version one: it beats the second-best structure by 2.242 eV.

Version one
{
  "formula": "C5H10N2",
  "method": "the ωB97M-V functional and the def2-TZVPD basis",
  "homo_lumo_gap_ev": 10.152,
  "symbols": ["N", "N", "C", "C", "C", "C", "C", "H", "H", "H", "H", "H", "H", "H", "H", "H", "H"],
  "coordinates": [[-1.655, -0.476, 1.047], [0.177, -0.219, -1.269], [1.395, 0.004, -0.455], [-2.305, 0.317, 0.015], [0.156, 0.848, -0.266], [-1.040, 0.784, 0.662], [1.926, -1.005, 0.520], [-1.088, 1.613, 1.390], [0.296, 0.148, -2.213], [0.361, 1.862, -0.616], [1.136, -1.482, 1.104], [2.608, -0.516, 1.219], [-2.215, -0.079, -0.998], [-1.142, -1.233, 0.582], [2.182, 0.509, -1.036], [-3.286, 0.721, 0.282], [2.495, -1.796, 0.031]]
}

Version two
{
  "formula": "C5H10N2",
  "method": "the ωB97M-V functional and the def2-TZVPD basis",
  "homo_lumo_gap_ev": 9.239,
  "symbols": ["N", "N", "C", "C", "C", "C", "C", "H", "H", "H", "H", "H", "H", "H", "H", "H", "H"],
  "coordinates": [[0.354, 1.249, -0.073], [-1.435, -1.415, -0.132], [-0.076, -0.851, -0.312], [2.297, -0.373, -0.053], [0.891, -0.047, 0.380], [-1.097, 1.277, -0.222], [-1.371, -0.059, 0.298], [-1.434, 1.491, -1.267], [2.466, -1.570, -0.236], [3.092, 0.100, 0.538], [2.178, 0.097, -1.090], [0.839, -0.225, 1.391], [-1.570, 2.144, 0.439], [0.786, 2.032, 0.453], [-1.344, 0.080, 1.424], [-1.488, -2.185, 0.550], [0.180, -0.494, -1.308]]
}

Version three
{
  "formula": "C5H10N2",
  "method": "the ωB97M-V functional and the def2-TZVPD basis",
  "homo_lumo_gap_ev": 9.062,
  "symbols": ["N", "N", "C", "C", "C", "C", "C", "H", "H", "H", "H", "H", "H", "H", "H", "H", "H"],
  "coordinates": [[1.169, -0.954, 0.999], [-2.534, -0.452, 0.622], [-0.758, 0.393, 0.062], [2.037, 1.147, -0.214], [-2.035, 0.151, -0.633], [1.602, -0.299, -0.204], [0.160, -0.725, -0.061], [3.063, 1.222, 0.159], [1.381, 1.764, 0.403], [1.019, -0.256, 1.727], [-2.082, -0.601, -1.434], [2.018, 1.547, -1.234], [-2.202, 0.069, 1.433], [-0.124, -1.653, -0.571], [2.177, -0.950, -0.861], [-2.256, -1.424, 0.711], [-2.634, 1.023, -0.903]]
}

Pick version one: it beats the second-best structure by 2.093 eV.

Version one
{
  "formula": "C5H10N2",
  "method": "the ωB97M-V functional and the def2-TZVPD basis",
  "homo_lumo_gap_ev": 9.428,
  "symbols": ["N", "N", "C", "C", "C", "C", "C", "H", "H", "H", "H", "H", "H", "H", "H", "H", "H"],
  "coordinates": [[1.138, -0.647, 1.926], [1.326, -0.851, -1.617], [-0.766, 1.210, 0.836], [0.415, -0.693, -0.494], [-1.807, 0.583, -0.060], [1.120, -0.080, 0.766], [-0.482, 0.463, -0.720], [-0.638, 2.280, 0.733], [-2.240, -0.341, 0.304], [2.046, -1.529, -1.395], [0.712, -1.573, 1.943], [-2.524, 1.236, -0.544], [0.823, -1.181, -2.433], [-0.827, 0.926, 1.879], [-0.114, 1.234, -1.385], [-0.110, -1.607, -0.179], [1.931, 0.571, 0.443]]
}

Version two
{
  "formula": "C5H10N2",
  "method": "the ωB97M-V functional and the def2-TZVPD basis",
  "homo_lumo_gap_ev": 8.147,
  "symbols": ["N", "N", "C", "C", "C", "C", "C", "H", "H", "H", "H", "H", "H", "H", "H", "H", "H"],
  "coordinates": [[-0.910, 0.383, -1.564], [1.521, -0.412, -1.235], [0.183, -1.735, 0.305], [-1.565, 1.056, -0.764], [0.914, -0.491, -0.116], [1.479, 0.312, 1.187], [-2.699, 1.482, -0.286], [0.008, 0.623, -1.932], [2.466, 0.693, 0.923], [1.708, -0.360, 2.016], [2.414, 0.075, -1.220], [0.846, -2.401, 0.854], [0.898, 1.130, 1.610], [-3.507, 0.800, -0.075], [-0.257, -2.212, -0.568], [-0.612, -1.474, 1.004], [-2.888, 2.532, -0.139]]
}

Pick version one: it beats the second-best structure by 0.671 eV.

Version one
{
  "formula": "C5H10N2",
  "method": "the ωB97M-V functional and the def2-TZVPD basis",
  "homo_lumo_gap_ev": 8.363,
  "symbols": ["N", "N", "C", "C", "C", "C", "C", "H", "H", "H", "H", "H", "H", "H", "H", "H", "H"],
  "coordinates": [[-0.424, -2.593, 1.700], [0.657, 0.693, -1.788], [0.338, 0.431, -0.378], [-0.692, 0.989, -1.299], [0.956, 1.357, 0.658], [-0.461, -1.635, 0.900], [0.374, -1.013, 0.006], [0.402, 1.306, 1.596], [-0.982, 2.025, -1.155], [-1.889, -1.331, 0.300], [1.206, 1.541, -1.895], [-1.460, 0.354, -1.724], [1.316, -1.502, -0.226], [0.948, 2.396, 0.318], [-0.923, -2.633, 2.577], [1.994, 1.081, 0.855], [-1.357, -1.467, -0.446]]
}

Version two
{
  "formula": "C5H10N2",
  "method": "the ωB97M-V functional and the def2-TZVPD basis",
  "homo_lumo_gap_ev": 8.951,
  "symbols": ["N", "N", "C", "C", "C", "C", "C", "H", "H", "H", "H", "H", "H", "H", "H", "H", "H"],
  "coordinates": [[-3.161, -0.099, -0.026], [-0.501, -2.469, 0.211], [0.523, -0.439, -0.349], [-2.155, -0.653, 0.505], [1.889, 1.380, -0.781], [-1.285, -1.552, -0.290], [2.208, 2.197, 0.205], [-1.509, -1.588, -1.353], [-0.495, -2.431, 1.234], [3.150, 2.735, 0.217], [1.550, 2.353, 1.052], [0.799, 0.899, -0.788], [1.126, -1.008, -1.059], [-1.867, -0.543, 1.561], [0.915, -0.436, 0.671], [2.497, 1.187, -1.654], [-3.683, 0.467, 0.643]]
}

Pick version one: it beats the second-best structure by 0.315 eV.

Version one
{
  "formula": "C5H6S2",
  "method": "the ωB97M-V functional and the def2-TZVPD basis",
  "homo_lumo_gap_ev": [6.864, 6.311],
  "symbols": ["S", "S", "C", "C", "C", "C", "C", "H", "H", "H", "H", "H", "H"],
  "coordinates": [[0.110, -1.978, -0.088], [-3.647, 0.178, 0.069], [0.856, 1.051, -0.325], [-1.054, -0.649, -0.222], [1.571, -1.221, 0.143], [-2.431, -0.924, -0.317], [1.829, 0.156, 0.106], [2.258, -1.954, 0.558], [-3.021, 1.262, 0.532], [-0.112, 0.658, -0.553], [-2.787, -1.929, -0.432], [2.735, 0.539, 0.448], [0.919, 2.075, 0.053]]
}

Version two
{
  "formula": "C5H6S2",
  "method": "the ωB97M-V functional and the def2-TZVPD basis",
  "homo_lumo_gap_ev": [6.709, 6.710],
  "symbols": ["S", "S", "C", "C", "C", "C", "C", "H", "H", "H", "H", "H", "H"],
  "coordinates": [[-3.334, 0.280, -0.212], [1.164, 2.029, 1.459], [2.018, 1.131, 0.356], [-0.791, -0.563, -0.107], [0.648, -0.936, -0.188], [-2.128, -0.916, -0.082], [1.770, -0.122, -0.048], [-2.514, -1.933, 0.007], [2.681, -0.446, -0.521], [-2.613, 1.381, -0.228], [0.850, -1.920, -0.564], [-0.742, 0.536, 0.050], [2.991, 1.477, 0.079]]
}

Pick version two: it beats the second-best structure by 2.256 eV.